(1)
C25H42F2O10S3 | wB97M-V/def2-TZVPD

The total energy comes out at -85008.753 eV. Its spin multiplicity is 2. Its net charge is +1.

Last column: Löwdin spin population.
Atoms and positions in Å:
C 3.67 5.03 -2.31  0.000
C 2.70 4.70 -3.47  0.000
C 1.38 4.46 -2.71  0.000
O 1.37 5.26 -1.54  0.000
C 2.77 5.35 -1.20  0.000
H 4.42 5.77 -2.62  0.000
H 4.23 4.15 -2.01  0.000
H 3.06 3.84 -4.04  0.000
H 2.56 5.56 -4.12  0.000
H 1.25 3.45 -2.33  0.000
H 0.51 4.71 -3.32  0.000
H 3.08 4.74 -0.35  0.000
H 3.04 6.38 -0.94  0.000
O -0.76 -2.38 -5.42  0.000
S -0.77 -2.67 -4.01  0.000
O -0.81 -4.01 -3.43  0.000
O 0.58 -1.89 -3.41  0.000
C 0.91 -0.57 -3.77  0.001
C 2.40 -0.17 -3.43  0.000
C -2.02 -1.60 -3.25  0.000
H 0.26 0.21 -3.38  0.000
H 0.82 -0.32 -4.82  0.000
H 2.55 -0.10 -2.35  0.000
H 2.66 0.82 -3.80  0.000
H 3.17 -0.87 -3.74  0.000
H -3.03 -1.99 -3.13  0.000
H -1.96 -0.60 -3.68  0.000
H -1.66 -1.50 -2.23  0.000
O -5.61 -1.07 0.24  0.000
S -4.96 -2.36 0.40  0.000
O -3.54 -2.54 0.04  0.006
O -5.03 -2.87 2.03  0.000
C -6.15 -2.66 2.77  0.000
C -5.82 -2.27 4.16  0.000
C -5.96 -3.70 -0.44  0.000
H -6.73 -3.58 2.84  0.000
H -6.86 -1.92 2.40  0.000
H -5.20 -2.96 4.72  0.000
H -6.68 -2.00 4.77  0.000
H -5.25 -1.34 4.16  0.000
H -5.45 -4.66 -0.34  0.000
H -5.95 -3.49 -1.51  0.000
H -6.98 -3.70 -0.07  0.000
O 1.38 -3.00 -0.71  0.000
S 1.42 -3.64 0.60  0.000
O 2.53 -4.51 1.01  0.000
O 1.06 -2.55 1.78  0.000
C 2.03 -2.19 2.74  0.000
C 3.26 -1.45 2.15  0.000
C -0.10 -4.63 0.82  0.000
H 2.31 -3.06 3.35  0.000
H 1.47 -1.59 3.46  0.000
H 3.94 -1.04 2.90  0.000
H 2.94 -0.61 1.54  0.000
H 3.82 -2.10 1.48  0.000
H -0.33 -4.78 1.87  0.000
H 0.19 -5.61 0.43  0.000
H -0.90 -4.18 0.22  0.000
F 5.58 2.28 1.28  0.000
C 4.48 2.45 2.05  0.000
C 3.16 2.42 1.48  0.001
C 2.02 2.42 2.25  0.003
C 2.17 2.49 3.65  0.001
C 3.44 2.53 4.22  0.000
C 4.54 2.53 3.42  0.000
H 3.16 2.23 0.42  0.000
H 0.99 2.51 1.94  0.002
H 1.26 2.34 4.21  0.000
H 3.62 2.47 5.28  0.000
H 5.47 2.47 3.98  0.000
F 1.13 1.45 -1.03  0.099
C -0.09 1.20 -0.44  0.243
C -1.12 2.10 -0.62  0.113
C -2.35 1.84 -0.13  0.056
C -2.54 0.64 0.57  0.321
C -1.46 -0.27 0.78  0.094
C -0.19 -0.02 0.23  0.047
H -0.90 2.95 -1.25  0.002
H -3.13 2.59 -0.10  -0.001
H -3.56 0.47 0.90  0.013
H -1.54 -1.14 1.43  0.001
H 0.64 -0.65 0.50  -0.001

(2)
C3H9N3S | wB97M-V/def2-TZVPD

The calculation puts the relative energy (zero: lowest compared OMol25 entry of this formula, charge and spin) at 2.2 kcal/mol.

Last column: Mulliken charge in e.
Atoms and positions in Å:
C -1.06 0.18 -0.64  -0.704
C 0.44 -0.30 -0.75  0.044
C 1.40 0.71 -0.12  -0.101
H -1.75 -0.92 0.90  0.176
H -2.39 0.58 0.85  0.213
H -1.07 1.28 -0.85  0.353
H -1.67 -0.34 -1.39  0.388
H 0.65 -0.35 -1.84  0.416
H 0.42 -1.61 0.76  0.300
H 0.09 -2.35 -0.69  0.258
H 0.23 0.76 1.51  0.306
H 1.76 1.65 1.60  0.230
N -1.54 0.06 0.74  -0.586
N 0.65 -1.61 -0.24  -0.651
N 1.15 0.98 1.14  -0.305
S 2.69 1.27 -0.98  -0.337

(3)
C21H25Cl4O5 | wB97M-V/def2-TZVPD

Its net charge is -1. The calculation puts the relative energy (zero: lowest compared OMol25 entry of this formula, charge and spin) at 30.3 kcal/mol.

Last column: Mulliken charge in e.
Atoms and positions in Å:
Cl -4.48 -1.22 2.19  -0.153
C -3.07 -1.85 1.48  0.521
C -1.87 -1.84 2.13  0.495
Cl -1.81 -1.94 3.84  -0.149
C -0.60 -1.83 1.37  -0.014
O 0.49 -1.73 1.94  -0.682
C -0.72 -2.02 -0.10  0.723
Cl 0.75 -2.31 -0.95  -0.094
C -1.85 -2.69 -0.52  0.221
Cl -1.86 -3.96 -1.66  -0.158
C -3.17 -2.42 0.11  -0.059
O -4.23 -2.65 -0.45  -0.692
C -0.83 -1.92 -4.76  -1.105
C -1.91 -1.36 -3.86  -0.312
O -1.15 -0.61 -2.86  0.140
C -1.66 -0.05 -1.71  -0.211
C -0.53 0.61 -1.05  1.112
C -0.63 1.48 0.12  0.061
O 0.21 2.38 0.26  -0.646
C -1.67 1.42 1.20  -0.804
C -1.07 1.24 2.62  0.167
C 0.14 2.10 3.05  -1.284
C 1.47 1.31 3.17  -0.359
C 2.63 1.87 2.31  -0.716
C 3.48 0.79 1.61  -1.388
C 2.81 0.13 0.38  0.909
C 2.71 1.08 -0.83  -0.835
C 1.84 0.54 -1.97  -0.446
C 0.47 1.15 -2.08  -1.237
O -2.83 -0.16 -1.38  -0.752
H -1.24 -2.71 -5.39  0.420
H -0.42 -1.12 -5.41  0.307
H -0.01 -2.34 -4.17  0.204
H -2.56 -0.67 -4.43  0.279
H -2.50 -2.14 -3.36  0.219
H -2.23 2.37 1.16  0.488
H -2.36 0.61 0.95  0.048
H -1.87 1.39 3.35  0.463
H -0.79 0.19 2.74  -0.668
H 0.24 2.93 2.35  0.552
H -0.08 2.52 4.05  0.444
H 1.78 1.37 4.23  0.537
H 1.31 0.24 2.95  0.182
H 2.25 2.58 1.57  0.321
H 3.29 2.45 2.97  0.456
H 4.41 1.26 1.26  0.401
H 3.73 0.00 2.32  0.365
H 3.41 -0.76 0.09  0.325
H 1.82 -0.27 0.66  -0.795
H 2.38 2.08 -0.51  0.279
H 3.73 1.19 -1.21  0.523
H 2.37 0.65 -2.92  0.394
H 1.68 -0.54 -1.82  -0.070
H 0.07 0.97 -3.08  0.446
H 0.54 2.24 -1.95  0.630

> Number 2 is which compound?

C3H9N3S